Record 1
ORCA calculation (the ωB97M-V functional and the def2-TZVPD basis) on the ion C17H32N4OP with charge +1 in a non-equilibrium geometry.

Summary:
Multiplicity   1
HOMO energy   -0.4076 Ha
Net charge   +1
E   -1301.79760 a.u.
SMILES   CCC[C@@H](C)c1c(P(C)C)c[n+](C[C@H](O)CN)nc1N=C(C)C
HOMO-LUMO gap   6.66 eV

```
55
C17H32N4OP the ωB97M-V functional and the def2-TZVPD basis
C 5.38877 -0.32943 1.11948
C 4.71620 -0.06048 -0.36157
C 3.15944 -0.63136 -0.38954
C 2.03389 0.46857 0.06784
C 1.98888 1.75130 -1.00460
C 0.55488 -0.14403 0.41222
C -0.32068 0.35141 1.74946
P 0.30829 1.67662 2.99373
C 0.44390 3.41072 2.19610
C 1.91883 1.13463 3.86632
C -1.82069 -0.36564 1.93618
N -2.23141 -1.37651 0.89595
C -3.63402 -1.98454 1.13952
C -4.70160 -1.48136 0.00201
O -4.51257 -2.28771 -1.22559
C -4.59438 0.11542 -0.38174
N -4.70767 1.05388 0.79918
N -1.58508 -1.85663 -0.20005
C -0.23883 -1.29441 -0.50781
N 0.48118 -1.86137 -1.75010
C -0.08533 -1.37476 -2.90207
C 0.75352 -0.17122 -3.68076
C -1.46922 -1.88966 -3.61156
H 5.08113 -1.44431 1.41197
H 5.00740 0.44571 1.91511
H 6.55127 -0.30828 0.96910
H 4.82874 1.03468 -0.75656
H 5.31872 -0.75626 -1.11876
H 3.05934 -1.68420 0.16050
H 2.93785 -0.87373 -1.53734
H 2.43704 0.95161 1.08253
H 0.94226 2.27499 -1.01704
H 2.38380 1.40739 -2.05110
H 2.76233 2.57237 -0.61785
H 0.00526 4.18070 2.99461
H 1.52874 3.70692 1.84658
H -0.28145 3.51491 1.25475
H 2.05915 -0.03563 3.96074
H 1.86678 1.53413 4.98983
H 2.82603 1.68021 3.36599
H -2.55038 -0.08005 2.83684
H -3.47468 -3.14467 1.19511
H -4.05492 -1.64302 2.18323
H -5.78500 -1.67176 0.40625
H -4.64527 -1.61272 -1.97655
H -5.50661 0.33394 -1.11982
H -3.62499 0.37770 -1.02047
H -3.80788 1.52636 1.03575
H -5.16646 0.61387 1.62653
H 1.92802 -0.38420 -3.66028
H 0.46511 0.83455 -3.15523
H 0.38935 -0.12213 -4.80290
H -1.47047 -1.45670 -4.72275
H -1.39801 -3.07257 -3.75542
H -2.45850 -1.55328 -3.08598
```

***

Record 2
ORCA calculation (the ωB97M-V functional and the def2-TZVPD basis) on a cluster of 2 separate species, C6H16N5O2 in total.

Summary:
Multiplicity   1
HOMO energy   -0.4517 Ha
Net charge   +1
E   -662.20731 a.u.
HOMO-LUMO gap   9.08 eV

```
29
C6H16N5O2 the ωB97M-V functional and the def2-TZVPD basis
N -1.15212 4.51967 -0.03883
C -1.29874 3.38130 0.85368
C -0.68661 2.10311 0.25827
O -0.75172 2.02281 -1.15863
C -1.46596 0.89630 0.75327
N -0.66898 -0.33522 0.74722
N -0.98640 -1.39306 -0.02745
C -0.06940 -2.33079 0.18692
N 0.80567 -1.93006 1.08803
C 0.42148 -0.70060 1.43893
N 1.00204 0.09312 2.38485
H -0.27488 4.51470 -0.53928
H -1.21742 5.38589 0.47628
H -0.79932 3.53854 1.81550
H -2.36382 3.21987 1.03429
H 0.35716 2.04086 0.57482
H 0.06890 2.34144 -1.54453
H -2.26176 0.73815 0.02697
H -1.91669 1.03907 1.73202
H -1.78965 -1.40961 -0.63843
H -0.03905 -3.29623 -0.30013
H 0.49419 0.29566 3.22623
H 1.93705 0.43530 2.26758
C 2.22715 -3.90508 -2.63021
O 1.28437 -4.74655 -1.96389
H 1.67389 -3.06664 -3.04743
H 2.97557 -3.52545 -1.93000
H 2.72726 -4.43162 -3.44402
H 1.76778 -5.49489 -1.60208
```

***

Record 3
ORCA calculation (the ωB97M-V functional and the def2-TZVPD basis) on a cluster of 5 separate species, C2H15N2O4 in total in a non-equilibrium geometry.

Summary:
Multiplicity   1
HOMO energy   -0.4228 Ha
Net charge   +1
E   -495.38892 a.u.
HOMO-LUMO gap   8.68 eV

```
23
C2H15N2O4 the ωB97M-V functional and the def2-TZVPD basis
C 1.43198 -0.28309 0.99555
C 0.96867 -0.62936 -0.27874
N 1.18988 0.16552 -1.28774
N 1.26552 -1.11162 2.19546
H 1.88726 0.63668 1.20514
H 0.51092 -1.57656 -0.39027
H 0.64878 -0.06965 -2.13380
H 1.87159 0.97469 -1.20204
H 2.13367 -1.32173 2.55863
H 0.88694 -2.04060 1.80565
H 0.54945 -0.63596 2.93617
H 0.64336 4.98037 1.68281
H 2.00571 4.32629 1.73109
O 1.11247 4.15387 1.39605
H -1.31348 -1.16036 -2.91197
H -1.74305 -0.44062 -1.72068
O -1.06867 -1.09088 -1.96223
H -3.65433 0.65909 -2.06021
H -2.67135 1.72091 -2.26288
O -2.76322 0.87364 -1.87859
H -1.78194 -2.62476 1.18885
H -1.14098 -2.95235 -0.23040
O -0.96918 -2.55351 0.62416
```